Entry 1:
{"formula": "C9H10Cl10F18N2O12P2S4V2", "method": "the ωB97M-V functional and the def2-TZVPD basis", "symbols": ["V", "V", "Cl", "Cl", "Cl", "Cl", "Cl", "Cl", "Cl", "Cl", "Cl", "Cl", "S", "S", "S", "S", "P", "P", "F", "F", "F", "F", "F", "F", "F", "F", "F", "F", "F", "F", "F", "F", "F", "F", "F", "F", "O", "O", "O", "O", "O", "O", "O", "O", "O", "O", "O", "O", "N", "N", "C", "C", "C", "C", "C", "C", "C", "C", "C", "H", "H", "H", "H", "H", "H", "H", "H", "H", "H"], "positions_angstrom": [[0.9874, -1.8848, -0.9443], [0.7124, 0.6597, -3.5687], [-6.8841, -2.5112, -1.4874], [-1.8425, -4.8083, -2.8585], [1.7832, 3.7018, 4.3931], [1.4582, -1.1433, 2.6045], [-1.7473, -4.7607, 6.3311], [-0.9516, 2.5982, 4.2611], [-3.0370, -6.7374, -1.0000], [-2.7109, -2.2340, 5.3095], [-6.3830, -0.3591, -3.3338], [0.9793, -1.8351, 5.2934], [-1.5878, 0.1158, -0.6835], [-2.1166, -2.1424, 0.3701], [0.7186, 4.2042, -2.4462], [2.3576, 5.4568, -0.9658], [3.0045, 0.1400, -2.3955], [3.4925, -3.3392, 0.1153], [4.9230, -2.6267, -0.1284], [4.8217, 4.8660, -0.6916], [-0.7174, -4.3834, -0.2025], [3.2371, -3.3748, -1.4890], [1.9871, -3.8458, 0.3829], [4.2452, 6.6368, 0.3695], [0.4985, 1.4826, 0.3578], [3.7035, -3.2206, 1.7362], [1.5581, 6.3545, -3.9019], [0.9002, 4.6571, -5.1961], [-0.5068, 5.8321, -4.1871], [-1.3181, 2.5764, 0.4552], [4.0817, -4.8441, 0.0297], [-0.8673, 0.8742, 1.8530], [-0.3546, -3.6101, 1.8068], [2.9656, -1.8459, -0.0199], [4.4926, 6.8450, -1.8108], [-2.2423, -4.6608, 1.4376], [-2.3734, -1.5581, 1.6588], [3.7453, -1.1679, -2.7784], [-0.3317, 4.6544, -1.5109], [4.0347, 0.8198, -1.5699], [2.6623, 1.2297, -3.4116], [0.4599, 2.8095, -2.8858], [1.9827, 4.9332, 0.3433], [1.5817, 6.6449, -1.3628], [-3.0542, 0.2366, -0.6495], [-0.8579, 0.3570, -1.9258], [1.6117, -0.1285, -1.8262], [-3.2405, -2.4971, -0.4605], [2.4354, 4.2112, -2.0091], [-0.8660, -1.4994, -0.2308], [0.1639, 3.8651, 3.6729], [4.1352, 6.0273, -0.8302], [-1.9362, -3.6873, 4.8745], [-0.8134, 1.3892, 0.5951], [0.6784, 5.3097, -4.0677], [-1.2873, -3.9027, 0.9107], [0.7145, -0.5624, 4.1398], [-3.2872, -5.6943, -2.3818], [-5.6697, -1.4273, -2.1751], [-0.9811, -3.4344, 4.4140], [-2.4136, -4.2541, 4.0752], [-5.2469, -0.8757, -1.3354], [-0.2437, 4.8625, 3.8379], [0.3621, 3.6838, 2.6165], [-0.3566, -0.4116, 4.0057], [-4.0545, -4.9380, -2.2164], [-3.6439, -6.2820, -3.2276], [1.1976, 0.3842, 4.3819], [-4.7483, -1.9312, -2.4671]], "forces_ev_per_angstrom": [[1.37, -0.05, -0.91], [2.24, 1.04, 2.65], [0.02, -0.43, -0.09], [0.09, -0.11, -0.22], [-0.24, 0.18, 0.31], [-0.33, 0.59, 0.29], [0.13, 0.26, -0.71], [0.12, 0.62, 0.14], [-0.11, -0.16, 0.23], [-0.81, 0.97, 0.12], [0.00, 0.35, -0.66], [0.07, -0.22, 1.21], [1.08, -0.02, -1.15], [-0.24, -4.63, 3.31], [0.83, -3.26, 0.69], [-1.61, 0.30, 1.68], [8.84, -1.97, 0.77], [3.07, 0.86, -1.52], [0.66, -1.59, 0.47], [0.52, 1.42, -1.07], [-0.32, -1.01, 1.05], [-0.45, -1.39, 0.20], [-0.90, -0.43, 0.00], [0.25, 0.60, -0.71], [-0.66, -0.16, -0.51], [-0.16, -0.43, -0.77], [-0.70, -1.54, -0.99], [0.81, -0.31, 0.14], [-1.59, 0.67, 0.13], [-1.10, 0.38, 0.44], [-0.21, 0.31, 0.72], [-1.17, 0.79, -1.03], [-0.18, -0.82, 0.23], [-1.83, 1.93, 1.53], [0.64, -0.54, 0.34], [0.45, -0.66, -0.13], [-1.09, 0.28, 0.56], [-2.85, 0.50, -1.61], [1.99, -0.08, -2.00], [-0.06, 1.56, 2.48], [-3.19, 0.49, -4.19], [-0.03, 1.88, -0.50], [0.99, 0.81, -0.51], [1.42, -0.70, 0.18], [2.05, 0.25, 0.00], [-1.92, 0.57, 0.88], [-4.09, -0.87, 0.44], [-0.07, -0.10, -0.37], [-3.86, 1.85, -0.70], [-0.73, 3.17, -1.65], [0.48, -0.47, -0.62], [-1.44, -2.13, 1.53], [1.03, -1.18, -0.75], [2.51, -1.91, 0.11], [1.15, 0.68, 1.58], [-0.60, 4.08, -1.73], [0.18, 0.15, -1.72], [-0.53, 0.65, -0.99], [1.23, 0.11, 1.71], [0.28, -0.12, 0.74], [-0.69, 0.09, 0.49], [-0.51, 0.42, -0.01], [0.08, -0.32, 0.18], [-0.39, 0.13, 0.04], [0.17, -0.15, -0.09], [0.12, -0.17, 0.64], [0.34, -0.21, 0.15], [0.04, -0.35, 0.34], [-0.57, -0.46, -0.84]], "lowdin_charge": [0.664, 0.932, 0.480, 0.554, 0.496, 0.611, 0.433, 0.526, 0.535, 0.561, 0.521, 0.537, 0.788, 0.505, 0.752, 0.579, -0.164, 0.141, -0.140, 0.117, 0.045, -0.179, -0.175, 0.098, 0.147, -0.185, 0.070, 0.145, 0.143, 0.181, -0.158, 0.041, 0.104, -0.215, 0.143, 0.110, -0.328, -0.413, -0.318, -0.380, -0.427, -0.406, -0.324, -0.363, -0.324, -0.413, -0.516, -0.330, -0.212, -0.399, -0.968, -0.641, -1.069, -0.617, -0.637, -0.633, -1.001, -1.049, -1.091, -0.022, 0.026, 0.007, 0.031, 0.012, -0.006, 0.016, 0.016, 0.006, 0.033], "homo_lumo_gap_ha": [0.1135, 0.1139], "spin_multiplicity": 8, "s2": 15.774, "lumo_ev": [4.79, 4.78], "charge": -3}

Entry 2:
{"formula": "C9H10Cl2Si", "method": "the ωB97M-V functional and the def2-TZVPD basis", "symbols": ["Cl", "Cl", "Si", "C", "C", "C", "C", "C", "C", "C", "C", "C", "H", "H", "H", "H", "H", "H", "H", "H", "H", "H"], "positions_angstrom": [[-3.3277, -0.4293, -1.8310], [-2.8486, -0.5661, 1.3846], [-1.9668, -0.2594, -0.4068], [-0.7744, 1.1237, -0.3991], [-0.1470, 1.4128, 0.8123], [0.9810, 2.2175, 0.8624], [1.5399, 2.7541, -0.3004], [-0.3335, 1.8154, -1.5687], [-0.2100, -3.2073, 1.0139], [-0.1059, -2.5073, -0.3050], [0.8353, 2.5241, -1.5148], [0.9541, -2.2836, 0.7017], [0.0736, -3.1432, -1.1736], [-1.1517, -2.9647, 1.6092], [1.0975, -1.2938, 1.0954], [-1.0501, 2.0557, -2.3720], [-0.7957, 1.2295, 1.7387], [1.9356, -2.7327, 0.4655], [1.2379, 3.0551, -2.3350], [1.4546, 2.4262, 1.8895], [2.5418, 3.0843, -0.3900], [0.0601, -4.3108, 1.0232]], "forces_ev_per_angstrom": [[-0.69, 0.14, -0.97], [-0.26, 0.07, 0.47], [2.69, -2.59, 0.63], [0.07, 1.10, -0.81], [-1.72, 0.31, 1.09], [1.44, 0.81, 1.66], [-1.51, -2.55, -0.62], [-1.14, 0.11, 0.65], [-1.00, -0.91, 0.28], [-1.54, 0.89, -0.34], [0.82, 0.82, 1.68], [0.51, -0.02, -0.46], [-0.17, 0.67, -0.11], [1.82, -0.10, -0.32], [-0.32, 0.26, 0.48], [0.63, -1.08, -0.06], [1.67, -0.32, -1.11], [-0.61, -0.03, 0.33], [0.01, 0.30, -1.12], [-0.76, -0.28, -1.75], [0.62, 0.94, 0.40], [-0.53, 1.45, 0.02]], "lowdin_charge": [0.354, 0.341, -0.119, -0.374, -0.153, -0.094, -0.060, -0.099, -0.227, -0.194, -0.088, -0.223, 0.060, 0.076, 0.066, 0.114, 0.103, 0.100, 0.090, 0.132, 0.091, 0.106], "homo_lumo_gap_ha": [0.2781, 0.2781], "lumo_ev": [-0.30, -0.29], "e_above_lowest_kcal_mol": 98.9}

Entry 3:
{"formula": "C9H10ClN2", "method": "the ωB97M-V functional and the def2-TZVPD basis", "symbols": ["Cl", "N", "N", "C", "C", "C", "C", "C", "C", "C", "C", "C", "H", "H", "H", "H", "H", "H", "H", "H", "H", "H"], "positions_angstrom": [[-3.1176, 1.2770, -1.3528], [-1.2530, -0.5168, 1.5991], [0.2296, -1.1155, 0.1722], [-3.5012, 0.5390, 3.0840], [-3.9518, -0.1342, 0.8017], [-3.2649, 0.9936, 0.3533], [-2.6948, 1.8969, 1.2479], [-2.8180, 1.6614, 2.6176], [-4.0659, -0.3550, 2.1733], [0.6287, -1.6271, 1.3823], [-0.3188, -1.2445, 2.2942], [-0.9159, -0.4405, 0.3080], [-2.1024, -0.0832, 2.0038], [-4.3916, -0.8301, 0.0751], [0.7338, -1.2284, -0.7258], [-1.4675, 0.0722, -0.4801], [-4.6055, -1.2411, 2.5329], [-0.3976, -1.4314, 3.3652], [1.5397, -2.2137, 1.5007], [-3.5947, 0.3593, 4.1632], [-2.3708, 2.3696, 3.3276], [-2.1592, 2.7771, 0.8684]], "forces_ev_per_angstrom": [[-0.17, 0.11, -0.03], [0.63, -0.24, -0.70], [0.41, -0.02, -1.06], [-0.42, 0.12, 0.50], [-0.42, 0.02, -0.24], [-0.83, 0.40, 0.37], [-0.17, 0.45, -0.10], [-0.13, 0.70, 0.21], [-0.68, -0.22, 0.05], [0.08, -0.17, 0.57], [0.35, -0.17, -0.24], [0.46, -0.42, 0.62], [1.15, -0.68, -0.12], [0.22, 0.34, 0.39], [-0.54, 0.11, 1.00], [0.62, -0.44, 0.27], [0.29, 0.44, -0.18], [0.04, 0.09, -0.53], [-0.46, 0.30, -0.07], [0.05, 0.09, -0.56], [-0.22, -0.37, -0.36], [-0.27, -0.44, 0.22]], "lowdin_charge": [0.758, 0.084, 0.105, -0.094, -0.094, -0.694, -0.095, -0.073, -0.073, -0.030, -0.007, -0.063, 0.064, 0.132, 0.200, 0.069, 0.133, 0.143, 0.140, 0.131, 0.133, 0.132], "homo_lumo_gap_ha": 0.3775, "lumo_ev": -3.14, "e_above_lowest_kcal_mol": 0.0, "charge": 1}

Entry 4:
{"formula": "C9H10ClNSi", "method": "the ωB97M-V functional and the def2-TZVPD basis", "symbols": ["Cl", "Si", "N", "C", "C", "C", "C", "C", "C", "C", "C", "C", "H", "H", "H", "H", "H", "H", "H", "H", "H", "H"], "positions_angstrom": [[-1.3139, 2.3862, -0.2027], [-1.2414, -0.9864, -0.1978], [2.2969, -3.1118, -0.6743], [0.2652, 1.5009, -0.1248], [1.4071, 2.2631, 0.0149], [2.8761, 0.2881, 0.2343], [0.2268, 0.2092, -0.3089], [-1.9258, -0.7646, 1.6348], [2.1816, -1.9686, -0.4369], [-2.7254, -0.5002, -1.4013], [2.6353, 1.7393, 0.3087], [2.0639, -0.6579, -0.1676], [-1.4282, 0.1930, 1.8362], [-1.5685, -1.5459, 2.2701], [-3.5710, 0.0539, -0.9046], [3.8542, -0.0133, 0.5015], [-3.0867, -1.4628, -1.9076], [-0.7616, -2.5140, -0.4933], [3.5457, 2.3201, 0.5063], [-2.9969, -0.7649, 1.6160], [1.4413, 3.2893, 0.0487], [-2.1747, 0.0474, -2.1517]], "forces_ev_per_angstrom": [[0.89, -0.31, 0.18], [-1.50, -1.37, 0.31], [-0.29, 2.28, 0.43], [-1.86, 0.69, -0.82], [3.46, -0.43, 1.29], [0.95, 1.77, 0.49], [2.83, -4.58, 0.10], [1.62, 0.10, -2.13], [0.57, -4.96, -0.80], [0.56, -1.76, 0.52], [-0.45, -1.87, -0.65], [-5.98, 4.85, -0.08], [-0.69, -0.12, 0.66], [0.32, -0.34, 0.56], [1.10, -0.48, -0.65], [1.17, -0.26, 0.13], [0.29, 1.37, 0.81], [-0.41, 2.01, 0.27], [-0.80, 0.08, -0.12], [-0.50, 0.37, 0.09], [-0.82, 2.34, -0.12], [-0.48, 0.62, -0.48]], "lowdin_charge": [0.648, 0.624, 0.178, -0.677, -0.124, -0.075, -0.143, -0.194, -0.260, -0.248, -0.027, -0.091, 0.004, 0.003, 0.035, 0.104, 0.037, 0.011, 0.115, 0.010, 0.082, -0.014], "homo_lumo_gap_ha": 0.3168, "lumo_ev": -0.79, "e_above_lowest_kcal_mol": 59.8}